A 9-piece molecular cluster, C26H77FN9O11P3 overall at a distorted geometry, computed with the ωB97M-V functional and the def2-TZVPD basis.

The SMILES is CN(C)P(=O)(N(C)C)N(C)C.CN(C)P(=O)(N(C)C)N(C)C.CN(C)P(=O)(N(C)C)N(C)C.O=C1OC[C@@H](F)O1.CO.CO.CO.CO.CO. Its HOMO-LUMO gap is 8.977 eV. The charge is 0. The calculated total energy comes out at -3481.2652 hartree.

CARTESIAN COORDINATES (ANGSTROEM)
H: 4.899 1.247 -0.655
H: 4.738 -0.126 5.304
H: 5.978 3.377 5.595
H: 0.139 -0.761 -4.953
H: 2.024 -3.619 -1.905
H: 1.635 2.383 6.162
H: -3.084 0.814 -0.818
H: -2.652 -0.568 0.282
O: 0.046 -2.458 -0.811
C: 1.668 1.782 5.230
H: 4.315 -1.260 -1.483
N: 4.960 2.301 4.041
O: 1.708 5.571 -1.381
H: 4.555 -1.462 4.180
O: -5.198 -2.301 -2.003
H: 2.313 -0.063 1.876
H: 3.566 -0.410 -0.215
H: 5.862 1.174 2.671
H: -4.689 -1.338 -4.038
O: 0.470 -0.578 -2.970
F: -1.224 2.889 -0.717
H: 3.073 2.935 -3.308
H: 3.669 3.760 1.027
C: -5.276 -0.999 1.113
H: 2.459 4.572 3.412
H: 1.368 6.214 0.602
C: 0.778 -1.216 -4.169
H: -2.927 -3.896 -3.316
C: -0.064 2.798 0.023
H: 5.480 4.394 4.411
O: -0.424 3.215 1.382
C: -3.371 0.223 0.089
H: 1.694 2.996 -4.455
C: 6.190 1.798 3.413
H: -7.580 -2.495 -1.861
C: -4.636 1.648 -2.499
C: -0.398 -5.122 -3.587
H: 6.828 2.565 3.064
C: 0.976 -5.904 0.215
H: 2.906 -1.549 2.552
O: -0.945 2.171 3.276
H: 0.580 -2.300 -4.107
H: 0.711 3.489 -0.347
H: -6.374 -1.217 1.047
N: 3.507 0.200 3.577
P: 3.526 1.880 3.381
H: -1.877 -2.959 -4.334
H: -2.856 -6.029 0.209
C: -7.917 -1.697 -1.231
H: 5.472 3.246 -0.398
C: -1.992 -3.266 -3.267
H: -1.967 -4.210 1.863
H: -4.700 1.994 -1.460
H: -2.215 -2.411 -2.651
N: 0.870 -5.020 -0.921
H: -3.634 -4.757 -0.761
C: 2.463 -0.539 2.832
H: 2.985 -0.156 -1.862
H: -2.994 -3.073 1.077
H: -6.636 1.380 -0.682
H: 2.552 5.299 -0.979
H: 1.856 -1.089 -4.372
H: 2.498 1.473 -4.162
H: 0.969 4.018 3.766
C: -2.640 -5.217 -0.596
H: 0.379 -5.705 -3.126
H: -5.606 0.158 -4.588
H: 1.546 -0.552 3.406
O: 3.389 2.145 1.906
H: -3.883 0.213 -4.586
C: 2.191 2.367 -3.722
H: 0.475 -1.276 -2.290
H: -8.923 -1.362 -1.516
N: -6.991 -0.644 -1.314
H: 2.989 -4.769 -0.977
H: 0.028 -4.714 -4.566
H: -4.688 -1.782 1.520
P: -5.358 -0.883 -1.501
O: 3.986 4.417 0.385
C: 1.930 3.981 4.156
C: 0.843 6.083 -0.348
H: 1.446 -5.589 1.149
O: -0.215 1.025 1.476
H: -0.016 0.786 -0.653
C: 2.070 -4.682 -1.626
C: -0.601 2.164 2.142
H: -2.278 -5.658 -1.554
C: 3.870 -0.266 -1.220
C: -7.440 0.634 -0.801
C: -4.735 -0.232 -4.081
H: -5.168 -0.216 1.875
N: 2.384 2.555 4.252
O: 4.694 0.783 -1.460
P: -0.375 -3.825 -1.143
H: 3.206 -0.955 5.290
C: 5.143 3.465 4.904
H: 1.364 1.373 0.238
H: -5.442 2.170 -3.072
H: -1.216 -5.755 -4.015
H: 4.219 3.715 5.313
N: -4.717 0.209 -2.621
H: 5.671 4.903 -0.588
H: -7.852 0.486 0.236
H: 1.957 4.436 5.164
H: -0.054 -6.287 0.446
H: -0.028 5.462 -0.285
N: -1.652 -4.212 -0.186
H: -8.301 0.932 -1.455
H: 5.952 4.121 1.086
H: 0.648 1.531 4.920
H: 0.414 6.970 -0.824
N: -0.840 -4.075 -2.746
C: -1.979 -3.473 1.041
H: 1.524 -6.739 -0.170
H: 6.751 1.162 4.092
C: 0.322 1.366 0.193
C: 4.033 -0.609 4.677
H: 2.167 -5.220 -2.544
H: -1.253 -2.701 1.269
H: 2.205 0.866 5.488
N: -4.711 -0.355 -0.099
H: 0.945 1.187 -2.767
C: 5.326 4.183 0.196
H: -3.425 0.841 0.941
O: 1.366 2.076 -2.624
H: -3.672 2.107 -2.892
H: -8.029 -2.079 -0.198


A 10-piece molecular cluster, C26H78N6O10 overall at a distorted geometry, computed with the ωB97M-V functional and the def2-TZVPD basis.

The SMILES is COC[C@H](C)N.COC[C@H](C)N.COC[C@H](C)N.COC[C@H](C)N.COC[C@H](C)N.COC[C@H](C)N.CCO.O.O.O. Its HOMO-LUMO gap is 9.045 eV. The relative energy (zero: lowest compared OMol25 entry of this formula, charge and spin) is 515.9 kJ/mol. The charge is 0. The calculated total energy comes out at -2118.0360 hartree.

CARTESIAN COORDINATES (ANGSTROEM)
O: 3.170 0.191 3.527
H: -2.012 -1.924 1.755
H: -2.453 -1.272 -1.856
H: 0.671 -0.686 -7.282
H: 3.967 0.678 3.317
H: 5.151 -1.604 2.468
O: -0.463 -2.609 3.064
H: 4.454 1.344 -3.784
C: 1.154 0.983 -0.758
H: 1.003 4.178 -2.237
C: 2.815 0.523 -6.524
H: -2.284 4.396 -2.503
H: 2.877 -0.162 2.687
H: -2.262 1.165 0.912
H: 5.539 -1.962 -0.103
H: 3.319 -3.273 0.553
H: 3.498 -0.317 -9.113
H: -4.665 3.295 -2.898
H: 3.235 2.406 -4.487
H: 4.621 1.836 -5.390
O: -1.180 1.636 -0.764
H: 3.335 0.437 -0.542
C: -0.793 -2.482 -2.177
C: 2.559 1.106 -0.171
H: -1.244 -1.852 5.556
H: -2.131 5.162 -4.021
H: -2.784 -2.324 6.353
O: -0.603 -3.822 -2.726
H: 5.322 -2.261 5.062
H: -3.154 2.122 -0.438
H: -0.430 -2.382 -1.154
H: -1.609 -1.021 3.333
N: -4.757 2.261 5.265
H: 4.813 -4.574 2.397
H: -4.818 -1.002 0.795
H: 0.426 1.704 -2.454
H: -1.651 -4.276 2.749
C: 4.748 -3.169 5.249
C: -2.320 -3.346 4.578
H: 3.684 0.976 -7.000
H: -4.737 4.197 -4.381
H: -5.675 2.596 5.009
O: 3.121 0.323 -5.118
C: -4.073 1.825 4.072
C: -2.251 1.938 0.144
H: 0.286 2.814 -0.143
H: -2.048 2.282 4.828
H: 3.030 -1.999 -9.011
C: -4.879 0.693 3.490
H: 3.330 -1.528 0.560
C: 3.856 1.530 -4.676
N: 1.361 1.560 -2.102
H: 2.125 1.330 -6.773
O: -4.348 0.248 2.232
H: 3.976 -2.775 5.910
H: -4.992 1.496 5.880
C: 3.452 -2.404 1.197
O: 0.203 3.373 3.174
C: -4.472 3.223 -3.968
H: 5.676 -3.529 0.303
H: 0.489 5.480 -3.086
H: -2.832 -3.011 -1.796
H: 0.869 -0.037 -1.014
H: -2.160 2.936 0.573
C: 2.750 -0.993 -8.698
C: -2.654 1.504 4.365
H: 2.545 0.880 0.895
H: 6.036 -3.646 3.222
H: -5.795 -1.200 2.261
H: 3.290 -1.559 -6.850
H: -2.537 0.530 4.840
H: 0.552 2.677 3.731
H: -0.251 -1.780 -2.811
C: 0.084 1.744 -0.109
H: 3.657 2.848 1.482
C: 4.849 -2.462 1.868
N: -3.053 -4.454 5.024
H: -5.824 1.192 3.279
H: -1.298 -3.333 6.525
H: -3.034 -2.688 4.082
C: 2.604 -0.789 -7.204
N: -2.640 1.707 -3.605
C: -2.965 3.038 -4.147
H: -2.435 -5.154 5.409
N: 1.328 -1.296 -6.816
H: 3.257 4.160 2.123
H: 2.698 -2.691 1.930
H: 0.155 -4.201 -2.276
H: 1.366 -1.147 -5.818
H: -3.385 -4.144 5.926
H: -2.764 1.582 -2.610
O: 2.933 3.280 1.935
N: 5.715 -2.588 0.669
H: -2.209 1.369 3.379
C: 0.066 4.602 -2.598
H: 0.042 1.435 0.936
C: -2.034 4.187 -3.544
H: 0.875 3.503 2.504
H: -1.638 1.811 -3.674
C: -5.347 -0.470 1.586
C: -1.876 -2.683 5.868
H: -4.112 2.681 3.397
H: -0.438 4.758 -1.644
O: 4.121 -3.582 4.049
H: -2.551 -2.311 -3.406
H: -5.095 -0.118 4.186
H: -2.701 3.122 -5.201
H: -6.117 0.076 1.040
H: -5.041 2.411 -4.420
C: -2.303 -2.233 -2.347
C: -1.261 -1.595 2.474
H: 5.527 -3.817 5.650
H: 2.986 2.093 -0.354
H: 1.834 0.977 -2.778
C: 4.987 -3.636 2.925
H: -0.436 -4.456 3.854
C: -1.175 -3.713 3.552
O: -0.724 3.796 -3.428
H: 1.810 -0.833 -9.226
H: -0.428 -1.032 2.054


LUMO energy readings, ordered: 0.02078; 0.00280 Eh